No. 1
94
Properties=species:S:1:pos:R:3:forces:R:3:lowdin_charge:R:1 method="wB97M-V/def2-TZVPD" homo_lumo_gap_ev="5.7 / 5.9" spin_multiplicity=2 largest_force_ha_per_bohr=0.0494
Ir -1.850676 0.854281 0.883065 -0.23 -1.09 0.56 0.87
O -3.921020 0.433130 0.623798 0.17 -0.03 0.18 -0.28
N -4.537990 1.066763 -0.374258 0.01 0.11 -0.11 -0.19
C -5.681075 0.498027 -0.817994 -0.03 -0.02 0.00 -0.02
C -6.402194 1.058844 -1.832152 0.00 0.02 -0.01 -0.05
C -5.935678 2.245797 -2.407987 0.01 -0.01 0.03 -0.06
C -4.776778 2.808822 -1.940982 0.00 0.00 0.03 -0.08
C -4.043431 2.214794 -0.898142 -0.06 -0.09 0.07 -0.66
S -2.593061 2.880163 -0.274517 0.41 -0.19 0.21 0.66
H -5.951244 -0.411603 -0.303357 0.04 -0.01 0.01 0.14
H -7.307852 0.576329 -2.167334 0.00 0.00 0.00 0.11
H -6.480227 2.714317 -3.216462 0.00 0.00 0.00 0.11
H -4.380831 3.722420 -2.360316 0.00 0.00 -0.01 0.11
C 1.410233 0.525281 -0.391202 -0.22 0.04 -0.06 -0.39
C 1.400895 1.225674 -1.741147 0.00 0.00 0.06 -0.43
As 2.767654 0.533601 -3.005013 -0.01 0.01 -0.03 1.31
C 2.331510 -1.367940 -2.962617 0.02 -0.06 0.01 -0.42
C 1.017755 -1.797867 -2.807837 0.00 0.08 -0.09 -0.13
C 0.700463 -3.149254 -2.855786 0.09 -0.02 -0.14 -0.10
C 1.697788 -4.088254 -3.071263 -0.03 0.01 -0.01 -0.08
C 3.009272 -3.668019 -3.253648 0.02 0.00 0.02 -0.08
C 3.323566 -2.318265 -3.201627 -0.02 0.01 -0.01 -0.13
C 4.266579 0.576626 -1.742378 0.00 0.03 -0.01 -0.42
C 4.549414 -0.412888 -0.802191 -0.03 -0.01 -0.01 -0.12
C 5.592054 -0.252891 0.099572 0.01 0.01 0.02 -0.08
C 6.362989 0.901963 0.078748 0.00 -0.01 0.00 -0.09
C 6.088056 1.896012 -0.848763 -0.01 0.01 0.00 -0.09
C 5.050385 1.728586 -1.756897 -0.02 0.01 0.00 -0.14
P 0.412278 1.232332 0.979255 -0.25 0.05 0.39 0.92
C 1.237785 0.540923 2.441339 0.02 0.15 -0.09 -0.28
C 2.596245 0.615747 2.605980 -0.03 -0.03 -0.09 -0.09
C 3.226857 0.152390 3.768387 0.03 0.02 -0.03 -0.06
C 2.444563 -0.325868 4.844420 -0.10 -0.03 0.03 -0.09
C 1.095961 -0.403475 4.727974 0.14 0.01 0.06 -0.03
C 0.387312 -0.101844 3.464601 -0.37 -0.48 -0.09 -0.24
C 0.918418 2.989146 1.038470 -0.08 0.00 0.00 -0.32
C 2.195344 3.409480 0.661244 -0.02 -0.07 -0.08 -0.10
C 2.556952 4.742213 0.766401 0.00 0.02 0.01 -0.07
C 1.652232 5.673176 1.260862 0.02 -0.01 0.00 -0.08
C 0.390532 5.262168 1.658478 -0.01 -0.01 0.01 -0.07
C 0.026383 3.926923 1.549367 -0.01 -0.06 0.08 -0.12
H 2.418786 0.474918 0.013228 0.05 -0.03 -0.07 0.04
H 1.073489 -0.507088 -0.513216 0.00 -0.02 0.18 0.05
H 1.633518 2.288057 -1.667350 -0.03 0.04 0.08 0.05
H 0.423729 1.160920 -2.222433 0.15 0.07 -0.09 0.01
H 0.227829 -1.072961 -2.645053 0.25 -0.22 -0.08 0.02
H -0.327315 -3.465435 -2.721452 0.03 -0.02 -0.10 0.10
H 1.455069 -5.142522 -3.103173 0.00 0.00 -0.01 0.10
H 3.790658 -4.394518 -3.437401 0.00 0.00 0.01 0.10
H 4.351376 -2.004371 -3.344183 0.01 0.00 0.01 0.10
H 3.940455 -1.307577 -0.756934 0.01 -0.03 -0.02 0.10
H 5.794930 -1.027863 0.828173 0.00 -0.01 -0.01 0.11
H 7.178629 1.023314 0.780047 -0.01 0.01 0.01 0.10
H 6.684725 2.799127 -0.871093 0.00 0.00 -0.01 0.10
H 4.844624 2.506875 -2.484520 0.02 -0.01 -0.01 0.09
H 3.220310 1.054361 1.835929 0.02 0.02 0.00 0.09
H 4.302715 0.216753 3.858542 0.00 0.00 -0.01 0.10
H 2.925764 -0.606585 5.773031 0.00 0.01 0.00 0.10
H 0.488241 -0.739634 5.560380 0.02 0.00 0.00 0.12
H -0.487828 0.514383 3.655305 -0.01 0.07 0.13 0.11
H 2.920579 2.703842 0.272927 0.00 -0.03 -0.02 0.09
H 3.547634 5.054562 0.460589 0.00 -0.01 0.01 0.10
H 1.938224 6.713870 1.343551 -0.01 0.00 -0.01 0.10
H -0.316808 5.978072 2.056300 0.00 -0.01 0.01 0.11
H -0.950289 3.603790 1.886976 -0.07 0.01 -0.02 0.07
Cl -1.630301 -0.091411 -1.607423 -0.28 0.40 0.48 0.84
C -2.759590 -1.356791 -2.015325 -0.12 -0.06 0.10 -0.50
C -3.169568 -1.405805 -3.336682 0.04 0.05 -0.02 -0.10
C -4.135112 -2.315439 -3.728718 0.01 0.01 0.00 -0.08
C -4.690845 -3.162673 -2.781724 0.03 0.02 0.01 -0.11
C -4.255848 -3.112707 -1.472878 -0.06 -0.01 -0.05 -0.58
Cl -4.982881 -4.183032 -0.311180 0.00 0.02 0.01 0.72
C -3.262355 -2.218052 -1.031209 0.08 0.05 0.20 -0.30
N -2.918232 -2.162612 0.291220 -0.06 0.02 -0.07 0.05
C -1.632866 -1.978143 0.849106 0.80 -1.57 -0.96 -0.30
C -0.528512 -2.536985 0.222538 -1.21 0.29 -0.02 -0.08
C 0.691042 -2.687462 0.942764 0.32 0.09 0.62 -0.10
C 0.803615 -2.291375 2.225765 0.18 -0.18 -0.48 -0.06
C -0.265525 -1.526790 2.910957 0.22 0.33 0.38 -0.18
C -1.548132 -1.392761 2.133557 -0.11 2.49 -0.47 -0.19
C -2.771356 -1.085005 2.958277 0.01 -0.13 0.24 -0.08
C -2.733189 0.306541 3.615203 -0.17 -0.85 0.21 -0.64
O -3.048121 0.450175 4.777870 0.07 0.23 -0.25 0.07
O -2.344854 1.283094 2.842307 0.49 0.70 -1.09 -0.20
H -2.742780 -0.706690 -4.043321 0.00 0.00 0.00 0.11
H -4.462933 -2.352721 -4.757761 0.01 -0.01 0.00 0.11
H -5.456943 -3.875198 -3.054038 0.00 0.00 0.01 0.11
H -3.593139 -2.567610 0.918073 -0.01 -0.02 0.00 0.09
H -0.637485 -2.969374 -0.764289 -0.04 0.03 0.25 0.07
H 1.514535 -3.204703 0.462931 0.01 -0.01 -0.02 0.11
H 1.706614 -2.492270 2.790563 0.03 0.06 -0.03 0.11
H -0.511060 -1.996872 3.870530 -0.12 -0.15 -0.01 0.14
H -2.886003 -1.809654 3.769111 -0.05 -0.02 0.02 0.13
H -3.674618 -1.089708 2.347483 -0.01 -0.02 0.02 0.10

---

No. 2
19
Properties=species:S:1:pos:R:3:forces:R:3:nbo_charge:R:1 method="wB97M-V/def2-TZVPD" homo_lumo_gap_ev="9.8 / 7.8" charge=+1 spin_multiplicity=2 largest_force_ha_per_bohr=0.0153
C 1.132132 -2.520492 -0.333509 -0.40 0.24 -0.11 -0.61
C 0.558229 -1.376887 0.493038 0.33 0.49 -0.20 -0.46
C 0.768637 0.001716 -0.070184 -0.57 -0.44 -0.31 0.09
C 1.725056 0.275652 -1.039840 -0.03 -0.21 0.54 -0.10
C -2.502463 1.937682 0.353083 -0.11 0.47 0.35 -0.70
C -1.475266 0.896288 0.457473 -0.64 -0.01 0.10 0.11
C -0.150741 1.055306 0.153266 0.62 0.22 -0.39 -0.19
H 0.708127 -3.451211 0.036215 0.27 -0.11 -0.03 0.25
H 0.816204 -2.399654 -1.367265 -0.10 -0.14 -0.16 0.21
H 2.213775 -2.561729 -0.340976 0.20 -0.11 0.25 0.22
H 0.978464 -1.339551 1.498138 -0.02 -0.21 0.22 0.26
H -0.513758 -1.510748 0.594640 -0.08 -0.16 0.22 0.23
H 2.414040 -0.495005 -1.349700 0.07 0.08 -0.23 0.23
H 1.718762 1.242194 -1.515088 0.34 0.13 -0.07 0.21
H -2.120301 2.950616 0.291809 0.22 0.06 -0.06 0.25
H -3.189416 1.877813 1.203300 0.03 -0.09 -0.02 0.27
H -3.137468 1.774590 -0.524384 0.05 -0.23 -0.07 0.29
H -1.872869 -0.076624 0.720725 0.23 -0.15 -0.05 0.22
H 0.235935 2.029427 -0.132262 -0.42 0.15 0.02 0.23

---

No. 3
9
Properties=species:S:1:pos:R:3:forces:R:3:nbo_charge:R:1 method="wB97M-V/def2-TZVPD" homo_lumo_gap_ev=8.2 largest_force_ha_per_bohr=0.1249
C -0.389602 -0.382994 1.153843 1.36 2.67 1.89 -0.23
C 0.009286 0.738261 0.288321 0.44 0.23 -1.81 -0.26
C 0.330530 0.538625 -1.010721 1.50 -5.94 -1.94 0.23
N -0.428588 -1.470909 0.522832 -1.05 -1.74 -2.09 0.03
N -0.551655 -1.958602 -0.498261 0.23 -1.42 0.04 0.03
F 0.435323 1.156074 -2.191258 -0.17 2.22 1.16 -0.31
Br 0.104948 2.447216 1.023808 -0.32 0.47 0.26 0.11
H -0.291531 -0.395672 2.227523 -0.15 0.24 -0.06 0.24
H 0.781288 -0.671999 -1.516088 -1.84 3.26 2.55 0.17

---

Number 1: M 1055.896 g/mol. Number 2: M 96.173 g/mol. Number 3: M 164.965 g/mol.